Molecular formula: C4H6F2
Method: DFT, the ωB97M-V functional and the def2-TZVPD basis

```
! wB97M-V def2-TZVPD RIJCOSX def2/J DEFGRID3
* xyz 0 1
F 2.3253 0.2971 -0.4435
C 1.6839 0.6112 0.7096
C 0.1812 0.3278 0.4903
C -0.2741 -0.2918 -0.5705
C -1.7167 -0.6432 -0.7366
F -2.5041 0.2697 0.0614
H 2.0938 1.5202 0.9978
H 1.9573 -0.1119 1.5255
H -0.3238 0.9732 1.2133
H 0.5061 -0.5870 -1.2813
H -2.0030 -0.7915 -1.7670
H -1.9259 -1.5737 -0.1989
*
```

## Properties
E_tot = -9678.5178 eV
SMILES = FC/C=C/CF
HOMO level = -9.91 eV
Energy above the lowest of the compared OMol25 structures with the same formula, charge and spin = 28.7 kcal per mole

Just the Mulliken charges please, in e? Sure, here they are: F -0.29; C -0.29; C -0.29; C -0.27; C -0.32; F -0.30; H 0.35; H 0.21; H 0.33; H 0.35; H 0.31; H 0.20